{
  "formula": "C13H45N8O19",
  "method": "wB97M-V/def2-TZVPD",
  "species": ["C", "C", "C", "O", "C", "C", "C", "O", "O", "O", "H", "H", "O", "H", "O", "H", "H", "O", "H", "H", "O", "H", "H", "O", "H", "H", "O", "H", "H", "O", "H", "H", "O", "H", "H", "O", "H", "H", "O", "H", "H", "C", "O", "N", "N", "H", "H", "H", "H", "C", "O", "N", "N", "H", "H", "H", "H", "C", "O", "N", "N", "H", "H", "H", "H", "C", "O", "N", "N", "H", "H", "H", "H", "C", "C", "C", "O", "H", "H", "H", "H", "H", "H", "H", "H"],
  "coordinates": [[12.13629, 5.33014, -14.23553], [13.11473, 6.16557, -14.32583], [14.37138, 5.78108, -15.17193], [15.19797, 6.68757, -15.62118], [14.56475, 4.54853, -15.65446], [13.71133, 3.42642, -15.22931], [12.20883, 3.96935, -14.70475], [11.22449, 3.19966, -14.69799], [13.96026, 2.25863, -15.46257], [13.02414, 7.29304, -13.71506], [11.27131, 5.63178, -13.66350], [15.38370, 4.25753, -16.29558], [14.97422, 5.00518, -19.33277], [15.50533, 4.33659, -18.85798], [14.16997, 8.10366, -18.04574], [13.89733, 8.99257, -17.81832], [14.40354, 7.70269, -17.20854], [8.65182, 3.79479, -14.50165], [8.66674, 4.74967, -14.56665], [9.56955, 3.54761, -14.38811], [10.64511, 0.47233, -15.30530], [10.51990, -0.03804, -14.50525], [10.87653, 1.34856, -14.99724], [10.48749, 7.56669, -16.05374], [10.42746, 8.35855, -16.58814], [11.08687, 7.80035, -15.34496], [16.96371, 6.14878, -17.93601], [16.48013, 6.50014, -17.18838], [16.37162, 5.50405, -18.32325], [15.63429, 8.95290, -13.59234], [15.78082, 9.48766, -14.37260], [14.96389, 8.32254, -13.85586], [13.94071, 1.22827, -12.93333], [12.98382, 1.25074, -12.92434], [14.17946, 1.52356, -13.81198], [13.57257, 2.54151, -18.28611], [13.66485, 2.86123, -17.38862], [13.52039, 1.58984, -18.19767], [16.68621, 2.17905, -16.22695], [16.98896, 3.05926, -16.00376], [15.77168, 2.16110, -15.94489], [8.99812, 2.48253, -17.82021], [8.76380, 2.41924, -19.03506], [8.09258, 2.53364, -16.89531], [10.22279, 2.56167, -17.33029], [7.18306, 2.21716, -17.19976], [8.30309, 3.00602, -16.02775], [10.99164, 2.32011, -17.93907], [10.37999, 2.82831, -16.36889], [13.20023, 4.12201, -9.67532], [14.42558, 3.99920, -9.87455], [12.35479, 4.49129, -10.58201], [12.63394, 3.98877, -8.47351], [12.68864, 4.74524, -11.50078], [11.38973, 4.54123, -10.28827], [11.63390, 4.04806, -8.34502], [13.18208, 3.81596, -7.64298], [18.18189, 4.80469, -14.15527], [19.22783, 4.39031, -13.59079], [17.07843, 4.18129, -14.18539], [18.12090, 5.68773, -15.08722], [17.08857, 3.30456, -13.68406], [16.25176, 4.40590, -14.72044], [17.23858, 5.96052, -15.49612], [18.76454, 6.41491, -14.80967], [10.69848, 10.11420, -13.79557], [9.81858, 10.78154, -14.30108], [10.41354, 9.14364, -12.96413], [11.98767, 10.31885, -14.00490], [11.10458, 8.45106, -12.71333], [9.42584, 8.96881, -12.84585], [12.32270, 11.15498, -14.46178], [12.75333, 9.77838, -13.62839], [14.21301, 9.58765, -9.05386], [14.25423, 8.64280, -10.29043], [14.56341, 7.22623, -9.87880], [12.98149, 8.62392, -10.86792], [13.61261, 9.23841, -8.21383], [13.74167, 10.50238, -9.41330], [15.22665, 9.78111, -8.70286], [14.97729, 8.97960, -11.03329], [14.71936, 6.61198, -10.76564], [13.92265, 6.73116, -9.14913], [15.52510, 7.13382, -9.37410], [12.98663, 8.03195, -11.62367]],
  "forces_ev_per_a": [[-3.5, -5.5, -0.2], [4.0, 4.3, 0.7], [1.2, 4.2, -1.6], [-1.7, -0.4, 1.6], [-1.9, -4.7, 0.7], [-1.1, 3.7, -0.7], [0.8, 0.1, 0.4], [1.2, -0.1, 0.2], [-0.3, -0.9, 0.2], [1.1, -0.1, -0.8], [-0.3, -0.1, -0.2], [0.1, 0.4, -0.2], [-0.1, -0.2, -0.3], [-0.6, -0.7, -0.2], [-0.1, 0.3, -0.6], [-0.1, 0.1, 0.1], [0.2, -0.4, 0.6], [-1.2, 0.2, 0.4], [0.0, 0.3, -0.1], [1.1, -0.1, 0.1], [-0.2, -0.7, -0.1], [0.0, -0.2, 0.2], [0.3, 0.6, 0.0], [-0.3, -0.3, -0.1], [0.0, 0.2, -0.1], [0.4, 0.0, 0.3], [1.1, 0.0, 0.1], [-0.5, 0.2, 0.3], [0.0, 0.7, -0.1], [0.3, 0.7, 0.6], [0.1, 0.0, -0.2], [-0.5, -0.7, -0.3], [0.2, -0.3, 0.9], [-0.2, 0.0, -0.1], [-0.1, 0.0, -0.4], [-0.1, 0.2, -0.6], [0.0, -0.1, 0.2], [0.1, -0.2, 0.2], [0.6, -0.4, -0.6], [0.4, 0.1, 0.1], [-0.6, -0.2, 0.1], [1.3, 0.4, -3.0], [-0.2, -0.8, 0.0], [-3.4, -0.4, 1.5], [2.3, 0.3, 0.0], [0.0, 0.7, 0.4], [-0.6, -0.3, 0.4], [0.0, 0.5, 0.2], [0.3, -0.4, -0.4], [4.7, -0.2, 0.4], [-1.6, 0.0, 0.5], [-2.4, 0.7, -2.4], [-0.9, -0.6, 2.8], [-0.3, -0.1, 0.0], [0.2, 0.3, -0.9], [0.4, 0.0, 0.0], [0.0, -0.1, -0.5], [4.0, -2.6, 0.6], [-1.2, 1.2, 0.2], [-4.5, -5.0, 2.6], [2.5, 5.4, -2.2], [-0.5, 0.0, 0.0], [0.3, 0.3, 0.5], [0.1, 0.3, 0.3], [0.0, 0.6, -1.1], [-0.5, 0.9, -0.5], [-1.0, 1.2, -0.8], [-0.8, -2.4, 1.9], [3.3, 0.9, -0.8], [-0.2, 0.0, 0.0], [0.4, -0.2, -0.1], [-0.7, -0.2, -0.1], [-0.5, -0.4, 0.3], [-0.1, 0.0, -1.3], [-0.1, -0.6, 1.7], [1.7, -0.7, 0.1], [-1.3, 0.8, -0.2], [0.0, -0.4, -0.2], [0.2, 0.3, 0.2], [0.0, 0.1, 0.0], [0.3, 0.2, 0.1], [-0.4, -0.3, 0.0], [-0.7, 0.4, -0.4], [0.4, 0.4, 0.0], [0.2, -0.3, -0.4]],
  "homo_lumo_gap_ev": [7.79, 6.30],
  "spin_multiplicity": 2,
  "total_charge": -2
}